[1]
# C8H25CdNO6

C8H25CdNO6 as an isolated structure in a non-equilibrium geometry (ωB97M-V/def2-TZVPD, OMol25).

Positions of all 41 atoms, in Å:
H (1.062, -2.540, -0.933)
Cd (0.915, 0.665, 0.131)
O (0.765, 0.770, 2.230)
C (1.312, -2.343, 0.110)
H (-3.111, 0.620, -2.816)
H (-3.116, 1.115, -1.171)
O (-2.909, -0.978, -1.575)
C (0.197, 1.220, 3.397)
O (1.244, 0.697, -1.955)
H (1.669, -3.339, 0.374)
H (-4.542, 0.302, -1.803)
H (2.975, 2.589, 0.035)
H (0.038, -1.814, 1.722)
H (-4.047, -1.143, 0.233)
H (-0.785, 0.809, 3.631)
C (-3.453, 0.312, -1.828)
H (0.257, 1.805, -3.509)
H (1.639, 0.842, -3.964)
O (2.437, 1.905, 0.436)
H (3.908, -2.146, -0.560)
C (3.614, -1.492, 0.261)
H (2.287, 2.212, 1.330)
C (1.214, 1.426, -3.148)
H (-0.747, -2.934, 0.715)
C (-3.072, -1.343, -0.212)
O (-0.482, 2.507, 0.050)
H (-2.131, 0.514, 0.511)
H (-0.707, 2.801, 0.933)
C (-0.074, -2.079, 0.671)
H (-2.991, -2.428, -0.149)
H (-1.033, 3.037, -0.527)
O (2.136, -1.194, 0.249)
H (0.108, 2.287, 3.194)
H (3.904, -2.080, 1.132)
H (1.831, 2.323, -3.098)
C (-2.011, -0.565, 0.613)
H (-1.844, -0.963, 1.614)
H (0.852, 1.102, 4.260)
H (4.137, -0.536, 0.240)
N (-0.637, -0.886, 0.078)
H (-0.809, -1.056, -0.902)

Cartesian forces, eV/Å:
H 0.6 0.4 -0.8
Cd -2.2 -1.2 -1.4
O 0.4 -0.9 0.5
C -1.4 -0.6 -1.5
H -0.1 -0.2 -0.1
H 0.2 -0.2 0.4
O -0.7 0.5 0.5
C 0.5 0.8 -1.2
O -0.4 0.2 -1.3
H 0.7 0.4 1.0
H -0.1 -0.1 0.0
H 0.1 0.0 -0.6
H 0.2 0.1 0.3
H -0.4 0.4 -0.4
H -0.4 -0.2 0.1
C 0.2 0.1 -0.8
H -0.7 -0.2 0.1
H 0.0 -0.2 -0.3
O 3.3 2.6 0.7
H -0.3 0.4 -0.5
C -1.6 -0.1 0.0
H -0.2 -0.2 0.9
C 0.7 -0.4 1.0
H 0.1 -0.4 -0.7
C 0.7 0.5 0.8
O -0.7 0.7 0.0
H -0.2 -0.2 0.5
H 0.0 0.0 0.5
C 0.6 0.6 2.1
H 0.5 0.0 0.0
H 0.0 0.1 -0.5
O 2.7 -2.5 0.5
H -0.7 0.8 1.0
H -0.4 0.3 0.5
H 0.4 0.5 0.1
C 1.7 -1.7 -0.5
H -1.2 0.8 0.5
H 0.1 -0.1 0.4
H -0.3 -0.2 -0.1
N -1.9 -0.6 -1.0
H 0.4 0.1 -0.7

For the energy above the lowest of the compared OMol25 structures with the same formula, charge and spin, the calculation gives 46.9 kcal per mole. The total charge is 0. For the HOMO energy, the calculation gives -7.10 eV. For the HOMO-LUMO gap, the calculation gives 7.405 eV.

[2]
# C3H4N2O

C3H4N2O as an isolated structure in a non-equilibrium geometry (ωB97M-V/def2-TZVPD, OMol25).

Positions of all 10 atoms, in Å:
O (-0.773, 0.422, 0.048)
C (1.370, 0.548, 0.041)
H (1.097, 1.630, -0.059)
N (0.385, -0.272, 0.235)
H (-2.569, -0.434, 1.177)
N (3.826, -0.341, -0.006)
H (-1.386, -1.473, -0.606)
C (-1.935, -0.398, -0.054)
H (-2.735, 0.362, -0.785)
C (2.719, -0.046, 0.008)

Cartesian forces, eV/Å:
O -0.6 0.5 0.5
C -0.6 -1.1 0.5
H 1.0 -1.0 -0.2
N 0.9 0.8 -1.0
H 2.1 -0.5 -4.0
N 0.3 -0.3 -0.1
H -2.8 3.0 1.9
C -1.3 0.0 0.0
H 2.5 -2.9 2.1
C -1.4 1.5 0.4

For the energy above the lowest of the compared OMol25 structures with the same formula, charge and spin, the calculation gives 132.2 kcal per mole. The total charge is 0. For the HOMO energy, the calculation gives -10.08 eV. For the HOMO-LUMO gap, the calculation gives 10.061 eV.

[3]
# C11H21Cl3N5NaO8

C11H21Cl3N5NaO8 as an isolated structure in a non-equilibrium geometry (ωB97M-V/def2-TZVPD, OMol25).

Positions of all 49 atoms, in Å:
H (0.039, -3.432, -1.237)
H (-2.565, 2.784, 3.684)
H (-1.871, -2.228, -2.281)
C (-0.737, -2.967, -0.618)
H (-0.270, -1.314, -3.621)
O (-0.190, -2.498, 0.597)
C (-2.367, 1.297, -0.294)
H (1.872, 0.067, -3.762)
H (2.861, -1.636, 1.632)
H (-1.490, -3.732, -0.401)
C (2.777, 0.758, -1.490)
H (3.835, -0.544, -0.159)
O (-3.246, 0.444, -0.230)
O (1.474, 1.033, -1.973)
C (-1.425, -1.831, -1.360)
H (1.258, -1.038, 2.143)
C (-2.397, 2.248, -1.560)
Cl (-3.723, 3.404, -1.297)
C (1.033, 0.298, -3.095)
H (-1.754, -1.437, 3.172)
H (3.491, 0.693, -2.319)
C (0.306, -0.997, -2.742)
H (-2.218, -1.419, -0.741)
N (-1.596, 0.509, 3.398)
Cl (-2.719, 1.345, -3.042)
H (-2.571, 0.578, 3.639)
Cl (-0.881, 3.130, -1.711)
C (1.835, -1.433, 1.306)
N (0.745, 2.566, 1.854)
H (-1.206, -0.653, 1.838)
H (3.026, 1.604, -0.850)
N (-1.141, -0.701, 2.852)
N (0.229, 1.545, 2.527)
H (1.675, -3.072, -0.090)
C (-0.981, 1.656, 3.098)
Na (0.360, 1.131, -0.017)
H (0.336, 0.950, -3.621)
C (2.854, -0.509, -0.648)
O (1.682, 2.273, 1.099)
O (-0.559, -0.750, -1.660)
H (2.759, -1.407, -1.273)
O (1.819, -0.432, 0.305)
H (1.017, -1.797, -2.500)
H (-1.178, 3.628, 3.079)
C (1.187, -2.721, 0.827)
H (1.313, -3.495, 1.592)
N (-1.581, 2.793, 3.479)
O (0.344, 3.738, 1.942)
O (-1.463, 1.573, 0.530)

Cartesian forces, eV/Å:
H 0.0 0.0 0.0
H 0.0 0.0 0.0
H 0.0 0.0 0.0
C 0.0 0.1 -0.1
H 0.0 0.0 0.0
O 0.0 0.1 0.0
C -0.5 -0.1 0.2
H 0.0 0.0 0.0
H 0.0 0.0 0.0
H 0.0 0.0 -0.1
C 0.1 -0.2 0.1
H 0.0 0.0 0.0
O 0.1 0.2 -0.1
O 0.4 0.0 -0.2
C 0.0 -0.2 0.1
H 0.1 0.1 0.0
C -0.3 -0.1 0.2
Cl 0.0 0.1 0.0
C -0.3 -0.1 -0.1
H 0.0 0.0 0.1
H 0.0 0.1 0.0
C 0.1 0.1 0.1
H 0.0 0.1 0.0
N -0.1 0.0 0.1
Cl 0.0 -0.1 -0.1
H -0.1 0.0 -0.1
Cl 0.1 0.3 -0.3
C -0.2 -0.3 0.0
N 0.1 1.4 0.5
H -0.1 0.0 -0.1
H 0.1 0.0 -0.1
N 0.3 -0.1 -0.1
N 0.0 -0.7 0.2
H 0.0 0.0 0.0
C 0.3 0.4 0.1
Na 0.6 -1.1 -1.2
H 0.0 0.1 0.0
C -0.1 0.0 -0.2
O 0.4 0.8 0.7
O 0.0 0.1 0.0
H 0.0 0.0 0.0
O 0.5 -0.5 0.1
H 0.0 0.0 0.0
H 0.0 0.1 0.0
C 0.1 0.1 0.0
H 0.0 0.0 0.0
N 0.1 0.0 -0.1
O 0.0 -0.6 0.2
O -1.8 0.1 0.2

The total charge is 0. For the HOMO energy, the calculation gives -9.07 eV. For the HOMO-LUMO gap, the calculation gives 9.190 eV.

- Among the records above, which one has the highest HOMO-LUMO gap?
  C3H4N2O

- Look up the total charge of the third one.
  0

- What is the total charge in the third record?
  0